1.
Formula: C8H16O3PS
Source: the Open Molecules 2025 dataset
Level of theory: the ωB97M-V functional and the def2-TZVPD basis

```
29
Properties=species:S:1:pos:R:3:mulliken_charge:R:1
C -0.159 1.141 0.014 -0.56
C -1.253 0.161 -0.043 0.58
C -0.738 -1.252 -0.117 0.56
C -1.082 -1.854 -1.513 -1.35
C -1.259 -2.156 1.032 -1.44
C 3.193 1.175 -1.813 -0.64
C 2.083 0.136 2.441 -0.68
C -3.267 2.195 -0.275 -0.80
O 0.679 -1.244 -0.001 -0.41
O 2.211 0.220 -1.376 -0.30
O 2.501 0.140 1.067 -0.32
P 1.384 0.185 -0.064 0.79
S -2.906 0.380 -0.091 0.04
H -0.048 2.103 0.391 0.47
H -0.686 -2.892 -1.511 0.36
H -0.542 -1.170 -2.085 0.46
H -2.219 -1.869 -1.602 0.37
H -1.341 -3.254 0.809 0.36
H -2.201 -1.876 1.316 0.42
H -0.581 -2.207 1.854 0.38
H 4.124 0.533 -1.951 0.25
H 3.269 2.044 -1.111 0.32
H 2.871 1.472 -2.772 0.31
H 1.050 0.317 2.542 0.36
H 2.734 0.743 3.019 0.29
H 2.237 -0.923 2.811 0.25
H -2.446 2.731 0.137 0.26
H -4.101 2.559 0.324 0.38
H -3.507 2.462 -1.428 0.28
```

Output
highest occupied orbital energy	-12.68	eV
gap between HOMO and LUMO	9.186	eV
total charge	+1
largest force on an atom	5.51	eV Å⁻¹
M	223.254	g mol⁻¹
LUMO level	-3.49	eV
E	-34815.3323	eV

***

2.
Formula: C4H9OS
Source: the Open Molecules 2025 dataset
Level of theory: the ωB97M-V functional and the def2-TZVPD basis

```
15
Properties=species:S:1:pos:R:3:mulliken_charge:R:1
C -2.824 -0.656 -0.396 -0.47
C -1.884 -0.079 0.262 -0.23
C 1.103 -1.386 0.451 -1.03
C 0.914 1.415 -0.046 -0.95
O 0.268 -0.540 -1.854 -0.58
S 0.187 -0.171 -0.454 0.98
H -3.871 -0.508 0.004 0.27
H -2.841 -0.921 -1.441 0.34
H -1.795 0.162 1.333 0.39
H 1.100 -2.202 -0.180 0.38
H 0.545 -1.495 1.352 0.39
H 2.103 -1.099 0.628 0.42
H 1.751 1.402 0.603 0.38
H 0.167 2.066 0.516 0.35
H 1.077 1.950 -0.987 0.36
```

Output
highest occupied orbital energy	-15.33	eV
gap between HOMO and LUMO	10.761	eV
total charge	+1
largest force on an atom	4.04	eV Å⁻¹
M	105.182	g mol⁻¹
LUMO level	-4.57	eV
E	-17166.0610	eV

***

3.
Formula: C18H27ClNO4P2Tb
Source: the Open Molecules 2025 dataset
Level of theory: the ωB97M-V functional and the def2-TZVPD basis

```
54
Properties=species:S:1:pos:R:3:mulliken_spin:R:1
Tb -0.265 -0.487 -0.168 6.00
P -2.096 1.522 0.389 0.00
C -0.951 2.982 0.416 0.00
C 0.458 2.768 0.927 -0.01
N 1.039 1.547 0.826 0.02
C 2.336 1.403 1.190 0.00
C 3.049 2.455 1.755 0.00
C 2.470 3.713 1.849 0.00
C 1.159 3.866 1.414 0.00
C 3.061 0.093 0.974 0.00
P 2.427 -1.068 -0.334 0.00
H 0.675 4.838 1.431 0.00
H 4.071 2.279 2.078 0.00
H 3.037 4.555 2.236 0.00
H 4.090 0.311 0.649 0.00
H 3.107 -0.481 1.913 0.00
H -0.915 3.366 -0.624 0.00
H -1.471 3.718 1.048 0.00
H 0.659 1.158 -4.541 0.00
O 0.641 1.927 -3.929 0.00
H 0.526 2.694 -4.526 0.00
H 0.938 -1.978 -4.117 0.00
O 1.634 -1.357 -4.429 0.00
H 2.007 -1.798 -5.218 0.00
C 3.595 -0.602 -1.668 0.00
H 4.614 -0.853 -1.337 0.00
H 3.339 -1.097 -2.614 0.00
H 3.528 0.477 -1.849 0.00
C 3.181 -2.653 0.195 0.00
H 2.877 -3.452 -0.496 0.00
H 4.277 -2.567 0.214 0.00
H 2.810 -2.919 1.191 0.00
C -2.740 1.692 2.102 0.00
H -3.345 2.613 2.146 0.00
H -3.348 0.812 2.359 0.00
H -1.907 1.762 2.812 0.00
C -3.587 2.166 -0.474 0.00
H -4.335 1.365 -0.562 0.00
H -4.008 2.997 0.112 0.00
H -3.341 2.512 -1.484 0.00
Cl -5.520 -7.263 0.372 0.00
C -4.452 -5.937 0.266 0.00
C -4.079 -5.253 1.440 0.00
C -3.170 -4.193 1.340 0.00
C -2.665 -3.830 0.090 0.01
C -3.057 -4.486 -1.077 0.00
C -3.953 -5.557 -0.993 0.00
C -1.766 -2.665 -0.013 0.00
O -1.185 -2.161 1.040 -0.01
O -1.533 -2.069 -1.146 0.00
H -4.500 -5.562 2.399 0.00
H -2.862 -3.619 2.215 0.00
H -2.675 -4.131 -2.034 0.00
H -4.260 -6.084 -1.899 0.00
```

Output
highest occupied orbital energy (spin up / spin down)	-13.80 / -13.80	eV
gap between HOMO and LUMO (spin up / spin down)	7.225 / 7.632	eV
total charge	+2
largest force on an atom	2.21	eV Å⁻¹
M	577.743	g mol⁻¹
LUMO level (spin up / spin down)	-6.58 / -6.17	eV
E	-82308.4931	eV
spin multiplicity	7

***

4.
Formula: C3H6I2NO
Source: the Open Molecules 2025 dataset
Level of theory: the ωB97M-V functional and the def2-TZVPD basis

```
13
Properties=species:S:1:pos:R:3:mulliken_charge:R:1
C 1.555 -1.226 0.418 0.34
C -1.536 0.932 -0.174 -0.87
C 0.679 -0.170 -0.358 -0.85
N -0.680 -0.141 0.223 -0.17
O 1.085 -1.551 1.510 -0.49
I 3.415 -1.766 -0.377 0.27
I 1.633 1.846 -0.287 0.31
H -1.223 1.987 0.232 0.30
H -1.430 1.085 -1.359 0.36
H -2.496 0.596 0.081 0.38
H 0.767 -0.391 -1.367 0.58
H -1.192 -1.060 0.192 0.42
H -0.576 -0.141 1.266 0.43
```

Output
highest occupied orbital energy	-13.75	eV
gap between HOMO and LUMO	8.839	eV
total charge	+1
largest force on an atom	5.16	eV Å⁻¹
structure (SMILES)	C[NH2+][C@@H](I)C(=O)I
M	325.895	g mol⁻¹
LUMO level	-4.91	eV
E	-22938.8763	eV